C36H98ClN8O4 | the ωB97M-V functional and the def2-TZVPD basis

The geometry in XYZ format:
```
147
Properties=species:S:1:pos:R:3:forces:R:3
Cl 0.44821 0.20204 1.56400 -0.09 1.23 -0.71
O 1.53888 -0.56757 0.98472 0.39 -0.47 0.54
O -0.77275 -0.24981 0.96913 -0.79 -0.80 0.23
O 0.61991 1.57414 1.26528 0.43 0.91 -0.37
O 0.40427 0.07131 3.00075 0.02 -1.05 0.42
N 1.78092 -3.01684 2.37181 -1.07 -0.39 -0.40
N -1.60522 -2.06119 3.62985 -0.42 -0.47 1.33
N -4.95610 -3.92328 -0.02141 0.46 3.03 -0.49
N -0.63360 -0.53745 -3.58948 -0.67 -1.31 0.46
N 0.00609 5.51147 -0.73237 0.31 -1.32 0.68
N 4.11054 -4.37651 2.47806 1.18 -1.28 1.09
N -4.25140 1.75042 3.37150 -1.24 0.31 -0.53
N 5.33334 2.66272 -2.58175 -0.05 1.13 0.19
C -5.63636 -4.91597 -0.81154 0.21 -2.57 -0.12
C 3.71740 1.67811 -0.81180 0.98 0.09 -0.67
C 3.50446 -6.66561 1.50267 0.94 0.79 -1.19
C -3.83307 -3.37691 -0.79231 2.10 0.57 0.35
C 0.13692 0.61389 -3.14209 0.07 -0.47 -0.91
C 4.01164 -3.86581 4.91687 0.28 0.09 0.39
C -6.71777 -2.15906 -0.52968 0.25 0.28 0.03
C -4.36953 2.44686 2.06970 0.85 -0.13 0.52
C -0.20599 4.29891 -1.51983 0.07 0.68 -2.84
C -2.90732 0.16383 -2.91817 -0.43 0.57 -1.40
C -6.57938 0.79731 3.24159 0.10 -0.25 -0.26
C -4.78521 -6.23291 -0.77026 -1.27 0.31 0.70
C -2.86984 1.61334 3.79284 0.58 -0.55 -0.27
C -3.88932 1.66428 0.87738 1.34 -0.34 0.57
C -1.37434 6.06243 1.16621 0.20 0.50 0.55
C 1.79434 7.18458 -0.00561 -0.40 -0.44 -0.09
C 6.46780 4.92975 -2.68064 0.08 -0.82 0.91
C -1.76963 -0.80362 -2.66448 0.06 1.26 0.65
C 5.17304 4.15478 -2.39197 0.33 -0.04 -0.40
C 0.24093 -1.72037 -3.71152 -0.69 0.80 -0.64
C 4.60894 2.20932 -3.78950 0.26 -1.97 0.89
C 4.74691 -4.07191 1.23472 -0.27 1.75 -1.39
C -5.10419 0.56102 3.51925 0.24 0.63 1.34
C 4.79748 -2.58985 0.87165 -0.48 -0.15 0.19
C 4.86964 -3.86553 3.66969 -0.33 0.84 -0.51
C 1.42905 5.98793 -0.86654 -1.42 -0.80 -0.38
C -5.79764 -2.77425 0.50826 -0.72 -1.66 -0.62
C -2.90354 -2.40088 0.03096 -0.65 -0.73 0.51
C 0.05224 4.58482 -3.05102 -0.75 -0.23 0.57
C -0.23691 -2.66222 -4.80395 -0.05 -0.29 -0.17
C 4.23944 -5.85859 2.57197 -1.75 -0.41 1.10
C -2.16377 2.83390 4.31205 -0.46 -0.05 0.37
C -0.32540 5.11001 0.66233 0.18 0.76 0.41
C 0.80146 1.25539 -4.40682 -1.21 0.60 1.63
C 5.19695 1.83330 -1.37114 -1.20 -0.15 0.83
C 4.72547 0.64861 -3.96619 0.69 0.52 -0.86
H -2.82287 3.22654 5.08634 0.29 0.77 -0.09
H 5.70310 0.87050 -1.44133 -0.36 -0.29 -0.91
H 4.14562 -6.54085 0.63006 -0.66 0.04 -0.65
H 6.82576 4.73943 -3.69244 0.01 0.17 0.06
H -6.19368 -1.75527 -1.39593 0.34 -0.22 -0.07
H -2.76996 -2.76828 1.04844 0.04 -0.43 0.05
H 3.88701 -4.86954 5.32319 -0.31 -0.06 -0.24
H 1.14845 7.99748 -0.33746 0.12 0.20 0.09
H 4.42769 0.30355 -4.95632 -1.02 0.38 -0.07
H -5.31355 -1.93004 0.99923 1.00 -0.61 -0.10
H -3.67234 3.27953 2.16297 -0.61 0.49 0.09
H -3.86937 -6.14006 -1.35396 -0.11 -0.29 0.19
H 5.80835 -4.36902 3.90082 0.04 -0.74 -0.42
H 4.30100 -0.03001 -3.22633 -0.08 0.41 0.14
H -1.87865 3.51135 3.50715 -0.08 0.34 0.39
H -2.70142 0.93150 4.62640 -1.00 -0.61 -0.07
H 1.54168 6.33072 -1.89509 0.01 -0.23 -0.12
H -4.74640 1.30304 0.30904 0.62 -0.12 -0.52
H -7.12753 -1.26756 -0.05488 -0.78 -0.18 -0.12
H -4.61969 -6.49384 0.27503 0.59 0.21 0.01
H 1.22016 2.19313 -4.04154 0.56 -0.01 -0.48
H 2.51077 -6.23917 1.36544 0.02 0.02 -0.30
H 3.68554 -6.08908 3.48200 0.92 -0.33 0.57
H -6.37650 -3.26290 1.29200 -0.38 0.20 0.08
H 0.88406 0.34444 -2.39557 0.50 -0.34 0.08
H 5.22531 -2.04732 1.71470 0.48 0.37 -0.62
H 2.64389 -3.52903 2.48599 1.80 -1.03 -0.63
H -1.22948 3.94239 -1.40386 -0.17 0.34 0.12
H -5.35957 2.75309 1.73185 -0.21 0.55 1.28
H -1.90391 -2.19647 -0.35252 -0.25 -0.38 -0.33
H -1.44573 -1.11232 3.32276 0.26 0.68 -0.48
H 4.51958 -3.33381 5.72128 0.02 0.23 -0.08
H -2.39193 -2.20147 4.24753 -1.51 0.27 -0.29
H 1.23152 -1.33720 -3.95651 0.12 -0.24 0.05
H 3.39198 -7.74950 1.52792 0.21 0.07 1.12
H -1.46615 -0.55750 -1.64692 0.48 -0.48 0.38
H 0.39979 3.41724 -1.31054 0.56 0.01 0.77
H -1.98954 5.61768 1.94841 -0.05 0.12 0.12
H -1.28432 2.40452 4.79196 0.33 0.56 -0.05
H -0.32277 5.56188 -3.35570 0.22 0.26 0.29
H 4.14192 -4.54961 0.46408 0.41 -0.19 -0.12
H -7.44193 -2.88831 -0.89282 -0.31 0.36 0.12
H 3.56827 2.52856 -3.73296 -0.24 -0.05 -0.25
H -6.64458 -5.18994 -0.50083 0.03 0.36 0.97
H -1.99653 6.37825 0.32881 -0.05 0.07 0.18
H -0.27917 -2.24328 -5.80934 0.31 0.53 0.14
H 1.34222 -3.21294 3.26017 -1.04 0.89 1.00
H 3.04576 -3.38581 4.75950 0.01 -0.11 0.12
H -5.82969 -4.84008 -1.88157 0.37 1.45 -0.48
H -2.17171 1.27434 3.02746 -0.21 -0.67 -0.67
H -3.67506 0.32713 -2.16185 0.22 -0.57 0.37
H -0.81791 6.90477 1.57725 -0.57 0.48 0.03
H 4.79504 4.47858 -1.42224 0.18 -0.64 0.50
H -1.53246 -2.82402 2.97191 -0.25 -0.49 -1.34
H -1.26308 -2.99256 -4.64289 0.03 -0.24 0.35
H -3.14011 2.31268 0.42311 -0.59 -0.08 -1.24
H 3.03577 1.27187 -1.55909 -0.03 0.32 -0.28
H 1.10248 4.47994 -3.32322 -0.01 0.12 0.03
H 5.78243 -4.40994 1.19567 0.17 -0.54 0.02
H 1.97733 5.05105 -0.76788 1.08 0.26 0.39
H 5.23513 -2.87325 3.40532 -0.46 0.24 0.28
H -7.18853 -0.08875 3.42025 0.37 -0.44 -0.16
H -5.02049 0.34791 4.58493 0.15 -0.57 0.06
H 0.43465 -3.51834 -4.86855 -0.15 -0.25 0.10
H -3.40524 -0.12101 -3.84502 -0.24 -0.04 -0.07
H 2.83696 7.44476 -0.18821 -0.03 0.09 0.15
H -2.17667 -1.81472 -2.65422 0.54 -0.17 -0.43
H 4.43095 4.62292 -3.03868 -0.43 -0.70 -0.51
H 5.32229 -5.98319 2.57658 -0.07 -0.99 0.36
H 0.00819 1.50391 -5.11185 0.01 -0.03 -0.05
H 7.19723 4.56151 -1.95923 0.39 -0.06 -0.21
H -3.97022 -2.84387 -1.73314 -1.43 0.45 -0.20
H -0.52909 3.90778 -3.67693 0.14 -0.38 0.10
H -3.35176 -1.42267 0.20504 -0.20 0.10 -0.43
H 3.57988 0.99441 0.02590 0.51 0.08 0.21
H 3.40213 2.67251 -0.49576 -0.35 -0.08 -0.05
H 0.57526 5.16541 1.27376 0.10 0.02 0.17
H -7.05426 1.51286 3.91283 0.36 0.60 -0.43
H 1.51522 0.60360 -4.91061 0.10 0.09 0.32
H -3.27237 -4.20648 -1.22302 0.41 -0.26 0.71
H 5.07560 2.59285 -4.69683 -0.02 0.50 0.18
H 5.31911 -2.52393 -0.08315 0.45 0.41 0.33
H 5.79294 2.19849 -0.53476 0.04 0.99 -0.18
H -0.54893 1.19459 -2.52524 0.11 0.94 -0.68
H 1.61394 7.03804 1.05933 0.20 -0.06 0.00
H 3.82938 -2.12787 0.67814 -0.25 -0.19 0.09
H 0.28314 -2.22020 -2.74379 0.24 -0.31 0.19
H -4.78692 -0.31037 2.94644 0.33 -0.24 -0.25
H 6.37169 5.99157 -2.45390 -0.22 0.10 -0.36
H 1.91066 -2.07233 2.03840 -0.17 1.27 0.28
H -0.71551 4.11798 0.88991 0.30 -0.52 -1.18
H -3.21416 0.89226 1.24649 -0.37 -0.72 -0.29
H 1.17489 -3.46172 1.69734 -0.22 -0.41 -0.47
H -6.63940 1.01659 2.17556 -0.68 0.44 0.09
H 5.77472 0.39967 -4.12498 0.44 0.11 0.87
H -5.42335 -7.05050 -1.10556 0.21 -0.06 -0.61
H -2.52594 1.16236 -3.13164 0.19 0.08 0.08
H -0.94359 -2.38912 4.31892 2.04 0.13 0.71
```
Positions in Å, forces in eV/Å.

Results
frontier orbital gap (spin up / spin down)	0.1663 / 0.2925	Eh
spin multiplicity	2
<S²>	0.751
charge	0
energy above the lowest of the compared OMol25 structures with the same formula, charge and spin	324.8	kJ/mol
calculated total energy	-71539.108	eV